Record 1
Molecular formula: C28H76F12MgN8O19S4
Method: DFT, ωB97M-V/def2-TZVPD

```
148
Properties=species:S:1:pos:R:3:mulliken_charge:R:1
Mg 11.18 -15.83 -8.47 0.8499
C 11.57 -19.76 -9.72 0.5156
F 10.68 -20.17 -8.82 -0.0989
F 12.28 -20.78 -10.17 -0.2213
F 10.86 -19.18 -10.68 0.0018
S 12.85 -18.56 -8.95 -0.0389
O 13.85 -19.34 -8.25 -0.5208
O 13.31 -17.69 -9.99 0.0368
N 11.82 -17.54 -7.99 0.3488
S 11.77 -18.11 -6.46 0.1035
O 10.73 -17.35 -5.83 -0.2179
O 11.71 -19.55 -6.35 -0.5120
C 13.45 -17.56 -5.62 0.4408
F 14.12 -18.67 -5.28 -0.1778
F 14.24 -16.73 -6.28 -0.1189
F 13.03 -17.04 -4.48 -0.1528
C 11.79 -12.19 -6.43 0.6027
F 11.12 -11.61 -7.41 -0.1701
F 12.60 -11.36 -5.80 -0.2313
F 10.92 -12.59 -5.49 -0.2089
S 12.69 -13.77 -7.05 0.6055
O 14.11 -13.51 -7.00 -0.6111
O 12.25 -14.86 -6.21 -0.1461
N 12.01 -14.16 -8.57 -0.1733
S 12.85 -13.28 -9.69 1.0092
O 13.17 -11.98 -9.16 -0.6427
O 13.95 -14.02 -10.25 -0.9080
C 11.67 -13.06 -11.22 0.4883
F 12.47 -12.77 -12.22 -0.1829
F 11.03 -14.17 -11.56 -0.2061
F 10.79 -12.11 -10.91 -0.2240
O 15.95 -18.10 -2.83 -0.6252
H 16.29 -17.27 -3.17 0.2775
H 16.72 -18.67 -2.75 0.2820
O 11.47 -19.75 -13.42 -0.4661
H 12.22 -20.27 -13.72 0.2926
H 10.70 -20.14 -13.88 0.2621
O 11.95 -16.67 -12.50 -0.6992
H 12.83 -16.29 -12.65 0.2636
H 12.12 -17.61 -12.31 0.1415
O 13.38 -18.43 -2.15 -0.5428
H 14.24 -18.25 -2.58 0.3088
H 13.38 -19.37 -1.97 0.2795
O 10.50 -16.31 -10.17 0.3929
H 9.75 -16.79 -10.54 0.0337
H 11.04 -16.06 -10.95 0.0328
C 8.26 -13.95 -9.39 -1.4751
C 8.68 -14.06 -7.92 1.2901
C 7.56 -13.98 -6.89 -1.2608
O 8.05 -14.01 -5.57 -0.1017
C 7.54 -13.03 -4.66 -0.9146
N 9.37 -15.36 -7.69 -0.2513
H 9.12 -14.13 -10.03 0.1994
H 8.06 -12.88 -9.48 0.4635
H 7.43 -14.61 -9.59 0.3382
H 9.38 -13.29 -7.59 -0.2618
H 6.83 -14.79 -6.92 0.2414
H 7.04 -13.07 -7.21 0.5440
H 7.69 -12.03 -5.06 0.3393
H 8.13 -13.22 -3.76 0.2095
H 6.47 -13.20 -4.56 0.3613
H 9.16 -15.59 -6.71 0.0124
H 8.68 -16.03 -8.06 0.3187
C 15.47 -17.33 -13.96 -1.5600
C 15.41 -16.64 -12.60 1.6258
C 16.81 -16.39 -12.09 -1.1885
O 16.89 -15.42 -11.04 -0.4499
C 16.78 -15.96 -9.73 -0.2123
N 14.67 -15.37 -12.63 -0.4511
H 15.88 -16.67 -14.72 0.3919
H 14.46 -17.62 -14.25 0.3163
H 16.02 -18.26 -13.83 0.3960
H 14.89 -17.29 -11.90 -0.3626
H 17.51 -16.08 -12.87 0.3862
H 17.25 -17.32 -11.70 0.4481
H 16.28 -16.93 -9.70 0.2922
H 16.22 -15.30 -9.07 -0.0677
H 17.81 -16.06 -9.38 0.2631
H 15.06 -14.73 -13.30 0.2222
H 14.60 -14.94 -11.71 0.3753
C 7.97 -19.53 -6.41 -1.3863
C 7.53 -20.56 -7.46 2.0436
C 7.15 -21.87 -6.75 -0.9929
O 8.16 -22.47 -5.95 -0.3834
C 9.45 -22.57 -6.49 -0.5462
N 6.38 -19.97 -8.12 -0.6786
H 7.18 -19.31 -5.70 0.5397
H 8.30 -18.66 -6.99 0.0549
H 8.78 -20.01 -5.87 0.0959
H 8.36 -20.84 -8.11 -0.5710
H 6.80 -22.60 -7.50 0.3566
H 6.34 -21.71 -6.03 0.3300
H 9.99 -21.66 -6.22 0.2312
H 9.50 -22.82 -7.56 0.1611
H 9.97 -23.47 -6.14 0.3690
H 5.74 -20.64 -8.55 0.2878
H 5.74 -19.45 -7.53 0.2173
C 8.30 -19.90 0.05 -1.5761
C 7.31 -19.32 -0.99 0.5549
C 7.94 -18.38 -2.02 -0.3409
O 8.87 -17.53 -1.45 -0.4395
C 9.52 -16.76 -2.43 -0.5310
N 6.46 -20.39 -1.51 -0.6861
H 7.83 -20.30 0.95 0.4165
H 8.93 -19.13 0.50 0.3506
H 8.92 -20.74 -0.28 0.3261
H 6.70 -18.74 -0.28 0.0934
H 7.13 -17.72 -2.36 0.3192
H 8.28 -19.00 -2.86 0.2394
H 10.11 -15.98 -1.96 0.3484
H 8.79 -16.34 -3.14 0.1813
H 10.15 -17.36 -3.10 0.2422
H 5.80 -20.02 -2.18 0.2160
H 5.93 -20.76 -0.73 0.2647
C 20.57 -15.36 -3.22 -1.3578
C 20.67 -14.16 -4.19 0.6429
C 19.32 -13.92 -4.89 -0.7707
O 19.34 -14.61 -6.14 -0.4145
C 18.09 -15.17 -6.48 -0.4568
N 21.09 -12.95 -3.51 -0.7209
H 19.86 -16.10 -3.60 0.2242
H 20.23 -15.02 -2.25 0.3746
H 21.48 -15.96 -3.16 0.3587
H 21.38 -14.26 -5.02 0.3087
H 19.09 -12.88 -5.13 0.3889
H 18.54 -14.30 -4.23 0.2951
H 18.25 -15.89 -7.30 0.1301
H 17.36 -14.56 -7.02 0.3525
H 17.67 -15.73 -5.65 0.1992
H 20.88 -12.10 -4.01 0.2114
H 22.09 -12.99 -3.34 0.2369
C 7.87 -21.89 -11.52 -1.4406
C 7.86 -20.41 -11.94 1.9819
C 7.73 -20.25 -13.44 -0.9039
O 8.88 -20.85 -14.00 -0.3500
C 8.83 -21.23 -15.39 -0.9001
N 6.74 -19.79 -11.23 -0.7379
H 6.91 -22.41 -11.63 0.3857
H 8.05 -21.93 -10.44 0.1827
H 8.58 -22.51 -12.08 0.3950
H 8.83 -20.03 -11.61 -0.9430
H 7.62 -19.18 -13.62 0.3069
H 6.84 -20.77 -13.81 0.4535
H 8.67 -20.31 -15.95 0.3461
H 8.10 -22.01 -15.63 0.3524
H 9.82 -21.65 -15.52 0.2521
H 5.84 -20.22 -11.42 0.3367
H 6.85 -19.96 -10.23 0.2219
```

Computed properties:
Orbital gap   8.99 eV
Multiplicity   1
Total charge   0
HOMO   -8.91 eV


Record 2
Molecular formula: C28H77N7O7
Method: DFT, ωB97M-V/def2-TZVPD

```
119
Properties=species:S:1:pos:R:3:mulliken_charge:R:1
C -8.02 -32.39 -1.41 -0.5689
C -7.85 -32.85 -2.86 0.4643
C -7.35 -31.77 -3.85 -0.3911
O -8.42 -30.77 -4.06 -0.5023
C -8.06 -29.81 -5.09 0.4307
N -6.98 -33.99 -3.02 -0.3068
H -8.11 -33.22 -0.71 -0.0260
H -8.92 -31.78 -1.38 0.4133
H -7.12 -31.81 -1.18 -0.1819
H -8.83 -33.18 -3.18 0.0160
H -7.05 -32.23 -4.79 0.2007
H -6.53 -31.14 -3.50 -0.3404
H -7.09 -29.41 -4.79 -0.0960
H -8.64 -28.92 -4.85 0.2741
H -7.88 -30.09 -6.13 0.3770
H -6.00 -33.89 -2.81 0.3139
H -7.00 -34.21 -4.01 0.2328
C -6.39 -30.74 -11.69 -1.9914
C -7.63 -30.53 -10.94 0.4555
C -7.43 -30.37 -9.41 -0.4703
O -6.53 -29.37 -9.13 0.2083
C -5.22 -29.79 -8.83 -1.9690
N -8.19 -29.33 -11.52 -0.7606
H -5.76 -29.86 -11.74 0.2726
H -6.62 -30.94 -12.74 0.4792
H -5.73 -31.54 -11.35 0.5635
H -8.30 -31.35 -11.18 0.4617
H -7.31 -31.28 -8.82 0.5564
H -8.44 -30.13 -9.06 -0.0218
H -4.85 -28.99 -8.20 0.3320
H -4.79 -29.97 -9.82 0.2308
H -5.12 -30.78 -8.38 0.6703
H -7.43 -28.69 -11.34 0.3426
H -8.10 -29.31 -12.52 0.2752
C -5.30 -29.12 -1.03 -1.6497
C -6.20 -28.08 -1.69 0.6012
C -5.61 -27.62 -3.12 -1.0484
O -6.57 -26.76 -3.79 -0.1731
C -6.42 -26.45 -5.11 -0.5702
N -7.50 -28.73 -1.81 -0.6670
H -5.13 -29.97 -1.69 0.1798
H -5.63 -29.54 -0.09 0.3491
H -4.36 -28.58 -0.90 0.5524
H -6.31 -27.22 -1.03 0.4285
H -5.44 -28.49 -3.75 0.2745
H -4.66 -27.10 -3.00 0.4970
H -5.49 -25.89 -5.21 0.3644
H -7.20 -25.85 -5.57 0.0115
H -6.44 -27.36 -5.71 0.1838
H -7.98 -27.97 -2.26 0.3236
H -7.65 -29.44 -2.51 0.0613
C -4.40 -32.63 0.99 -0.1861
C -3.08 -33.43 1.09 0.6253
C -3.10 -34.88 0.68 -1.1693
O -4.05 -35.67 1.40 -0.1061
C -4.66 -36.76 0.67 -0.9083
N -2.07 -32.78 0.31 -0.7641
H -4.32 -31.65 1.44 0.5175
H -5.11 -33.25 1.55 -0.4945
H -4.64 -32.41 -0.05 0.2720
H -2.73 -33.49 2.12 0.1595
H -2.11 -35.31 0.81 0.2408
H -3.23 -34.87 -0.41 0.4708
H -3.88 -37.51 0.80 0.4215
H -4.80 -36.57 -0.39 0.3157
H -5.50 -37.27 1.14 0.1606
H -1.72 -31.89 0.61 0.3067
H -1.23 -33.32 0.50 0.2760
C -9.26 -34.21 -6.62 -2.2324
C -9.03 -35.34 -5.54 1.5977
C -9.81 -36.65 -5.68 -1.2908
O -9.43 -37.27 -6.96 0.2185
C -9.72 -38.65 -7.02 -1.1763
N -7.60 -35.55 -5.45 -1.2256
H -9.12 -34.73 -7.57 0.3281
H -8.53 -33.40 -6.55 0.5901
H -10.29 -33.86 -6.74 0.3720
H -9.28 -34.87 -4.59 0.0024
H -10.83 -36.29 -5.83 0.2532
H -9.62 -37.22 -4.77 0.4123
H -10.73 -39.01 -6.81 0.3161
H -9.11 -39.16 -6.27 0.3597
H -9.31 -39.05 -7.95 0.2775
H -7.53 -36.25 -4.73 0.3920
H -7.46 -36.16 -6.24 0.4300
C -12.76 -23.98 -7.96 -1.6287
C -11.40 -23.91 -7.39 0.7013
C -10.52 -25.16 -7.60 -0.6813
O -11.09 -26.32 -7.09 -0.2993
C -10.37 -27.53 -7.16 -0.6923
N -10.73 -22.76 -8.05 -0.7648
H -13.36 -24.83 -7.62 0.3758
H -12.79 -24.30 -9.01 0.3833
H -13.35 -23.09 -7.75 0.3772
H -11.53 -23.76 -6.32 0.3051
H -9.55 -24.83 -7.24 0.2064
H -10.39 -25.31 -8.67 0.2776
H -9.30 -27.37 -7.18 0.1961
H -10.63 -28.01 -8.10 0.3554
H -10.55 -28.08 -6.23 0.2531
H -11.03 -21.89 -7.63 0.2826
H -11.16 -22.57 -8.94 0.2863
C -8.53 -34.73 1.36 -1.2300
C -8.21 -34.66 2.89 0.3310
C -7.44 -35.92 3.37 -0.4950
O -8.03 -37.06 2.93 -0.2335
C -7.66 -38.21 3.73 -0.9160
N -7.35 -33.57 3.07 -0.7049
H -9.07 -33.83 1.06 0.4039
H -9.20 -35.58 1.23 0.3433
H -7.58 -34.74 0.83 0.0588
H -9.08 -34.53 3.54 0.3853
H -7.22 -35.86 4.43 0.4586
H -6.44 -35.89 2.95 0.0911
H -7.81 -37.99 4.78 0.3261
H -6.62 -38.52 3.59 0.2841
H -8.27 -39.11 3.66 0.3238
H -6.42 -33.71 2.69 -0.0463
H -7.15 -33.57 4.06 0.2605
```

Computed properties:
Orbital gap (spin up / spin down)   1.35 / 8.85 eV
Multiplicity   2
Total charge   -1
HOMO (spin up / spin down)   0.92 / -6.64 eV


Record 3
Molecular formula: C28H77N7O7
Method: DFT, ωB97M-V/def2-TZVPD

```
119
Properties=species:S:1:pos:R:3:mulliken_charge:R:1
C 1.61 -0.98 -0.97 0.0398
C 0.58 -0.66 0.11 2.8097
C -0.86 -0.49 -0.28 -0.6142
O -1.03 0.81 -0.88 -0.4811
C -2.38 1.11 -1.20 -0.9261
N 0.68 -1.83 1.01 -0.4713
H 1.71 -0.18 -1.70 2.1678
H 1.30 -1.89 -1.48 -1.3443
H 2.62 -0.99 -0.54 -0.7033
H 0.96 0.21 0.64 -2.4336
H -1.62 -0.55 0.50 0.2773
H -1.20 -1.22 -1.01 0.2223
H -2.51 2.09 -1.68 0.5435
H -3.03 1.14 -0.32 0.4095
H -2.82 0.31 -1.79 0.2268
H 1.63 -2.15 1.15 -1.0080
H 0.32 -1.65 1.93 0.6085
C 5.24 0.39 -4.21 -1.5667
C 4.47 0.04 -2.92 0.6723
C 3.13 -0.79 -3.15 -0.0081
O 2.27 0.01 -4.00 -0.4726
C 1.06 -0.64 -4.35 -0.3724
N 5.36 -0.79 -2.12 -0.4243
H 6.12 1.02 -4.10 0.3758
H 4.63 0.80 -5.02 0.3314
H 5.51 -0.47 -4.83 0.3765
H 4.19 0.91 -2.33 0.0700
H 2.70 -0.96 -2.17 -0.2721
H 3.32 -1.65 -3.79 0.7878
H 1.15 -1.34 -5.18 0.2787
H 0.27 0.04 -4.65 0.2702
H 0.79 -1.18 -3.44 0.0003
H 6.13 -0.18 -1.90 0.3371
H 4.98 -1.08 -1.22 -0.0663
C -3.71 2.92 1.07 -1.4678
C -4.54 1.65 0.55 0.8771
C -5.97 1.70 1.15 -1.4925
O -6.92 0.77 0.79 -0.3457
C -6.64 -0.59 1.06 -0.6922
N -4.52 1.64 -0.89 -0.6075
H -3.54 2.96 2.14 0.5168
H -4.12 3.92 0.91 0.1776
H -2.71 2.97 0.65 0.2665
H -3.99 0.82 1.01 0.3009
H -6.51 2.63 0.99 0.2886
H -5.81 1.71 2.23 0.5534
H -6.94 -1.20 0.20 0.2465
H -7.28 -0.87 1.90 0.3046
H -5.59 -0.79 1.28 0.2877
H -5.30 1.01 -1.06 0.2064
H -4.76 2.57 -1.20 0.3420
C 0.71 3.43 1.41 -1.5848
C 1.19 2.10 2.04 2.1843
C 2.58 1.76 1.46 -1.4766
O 3.03 0.49 1.88 -0.2015
C 4.18 0.04 1.27 -0.4538
N 1.21 2.08 3.56 -0.8190
H 0.49 3.34 0.35 0.3029
H 1.55 4.12 1.49 0.3915
H 0.01 4.07 1.96 0.4157
H 0.67 1.30 1.53 -0.0250
H 3.34 2.53 1.61 0.5673
H 2.54 1.77 0.37 0.3515
H 4.56 -0.92 1.62 0.0736
H 5.02 0.72 1.44 0.5569
H 4.01 -0.07 0.20 -0.1270
H 1.44 1.13 3.80 0.2440
H 0.32 2.30 3.99 0.2841
C -7.21 3.49 -1.02 -1.4577
C -6.27 4.70 -1.30 1.0589
C -5.38 4.24 -2.39 -1.1843
O -4.54 3.16 -1.95 -0.1505
C -3.54 2.83 -2.95 -1.1876
N -7.04 5.84 -1.58 -0.6889
H -7.63 3.69 -0.04 0.3797
H -6.70 2.53 -0.99 0.3328
H -8.08 3.49 -1.67 0.5249
H -5.59 4.95 -0.49 -0.1409
H -4.68 5.05 -2.59 0.4171
H -5.69 4.11 -3.43 0.3539
H -2.90 1.96 -2.77 0.6032
H -2.81 3.65 -2.91 0.3565
H -3.84 2.71 -3.98 0.4346
H -6.36 6.43 -2.04 0.2802
H -7.80 5.60 -2.20 0.3230
C 4.28 -3.35 -1.66 -1.8975
C 3.16 -3.20 -0.57 1.0327
C 1.79 -3.90 -0.87 -1.8558
O 1.25 -3.79 -2.12 -0.4275
C -0.04 -4.33 -2.21 -0.7655
N 3.72 -3.52 0.67 -0.1592
H 4.02 -2.81 -2.58 0.3562
H 4.41 -4.40 -1.90 0.4175
H 5.21 -2.88 -1.34 0.5480
H 3.04 -2.12 -0.48 -1.0954
H 1.08 -3.41 -0.20 1.1684
H 1.83 -4.97 -0.68 0.4741
H -0.27 -4.62 -3.23 0.2468
H -0.75 -3.66 -1.73 0.2018
H -0.04 -5.22 -1.57 0.3496
H 4.63 -3.11 0.80 0.3223
H 3.91 -4.51 0.77 0.4430
C 2.22 -3.14 2.44 -0.6165
C 2.26 -3.00 3.92 -0.1417
C 3.44 -2.30 4.54 -0.7634
O 3.38 -2.51 5.94 -0.3695
C 4.65 -2.55 6.60 -0.7333
N 1.00 -2.27 4.21 -0.6523
H 3.01 -3.74 1.99 0.4661
H 2.31 -2.16 1.99 -0.2335
H 1.31 -3.53 1.99 0.7694
H 2.16 -3.98 4.40 0.4566
H 3.43 -1.22 4.38 0.2679
H 4.36 -2.69 4.12 0.4872
H 5.25 -3.26 6.04 0.3505
H 4.45 -3.00 7.57 0.2722
H 5.14 -1.60 6.83 0.2571
H 0.16 -2.82 4.16 0.2239
H 1.00 -2.06 5.20 0.2576
```

Computed properties:
Orbital gap   8.24 eV
Multiplicity   1
Total charge   0
HOMO   -7.62 eV